C2H8O4 | wB97M-V/def2-TZVPD

Each line ends with the natural charge from an NBO analysis.
Positions of all 14 atoms, in Å:
O -0.73 0.32 -0.27  -0.538
O 1.46 0.55 -0.82  -0.049
O -1.11 -1.07 2.23  -0.908
O 0.57 1.76 1.71  -0.947
C 0.36 -0.04 -1.00  0.778
C 0.00 -0.92 -2.12  -0.717
H 0.77 2.12 2.52  0.518
H -0.55 -0.43 1.89  0.448
H -1.54 -1.56 1.42  0.468
H -0.97 -0.46 -2.45  0.313
H -0.23 1.09 0.30  0.549
H -0.19 -1.90 -1.75  0.306
H 0.75 -0.99 -3.00  0.304
H 1.42 1.54 1.36  0.477

Calculated values
Electronic energy   -10382.8694 eV
Spin multiplicity   2
Net charge   +1
Relative energy (zero: lowest compared OMol25 entry of this formula, charge and spin)   1.3382 eV
Maximum force   0.1091 Eh/bohr
Frontier orbital gap (alpha / beta)   9.192 / 4.306 eV



C24H69N3O15 | wB97M-V/def2-TZVPD

Each line ends with the Mulliken charge.
Positions of all 111 atoms, in Å:
O 7.96 0.00 1.93  -0.562
O -3.80 -2.04 4.70  -0.572
O 3.24 -3.32 -2.55  -0.558
O 6.60 -1.71 3.77  -0.561
O 1.30 0.68 1.46  -0.154
O -0.64 4.13 -1.08  -0.351
O -2.55 1.02 -5.25  -0.537
O 0.33 7.65 1.98  -0.590
O -3.48 -5.25 -0.46  -0.155
O -5.32 -3.96 3.35  -0.531
O 6.33 -3.37 -3.37  -0.508
O -1.54 3.13 3.10  -0.603
O -0.81 -0.91 -3.44  -0.568
O -2.68 0.35 3.79  -0.636
O 1.16 5.83 3.79  -0.607
N 0.99 -1.72 -1.34  -0.454
N -4.58 -4.69 -3.94  -0.732
N -1.99 4.55 -3.73  -0.712
C 2.38 1.36 2.07  -0.229
C 1.64 -0.24 0.46  -1.668
C -1.76 6.48 -2.32  -1.375
C -2.79 -3.48 -2.75  -1.167
C 4.45 -2.89 -1.91  -0.173
C 5.51 -2.30 -2.86  -0.468
C -0.99 5.41 -3.09  0.221
C 0.52 6.31 1.57  -0.292
C -4.34 -5.07 -1.57  -0.995
C 0.02 4.69 -2.19  -0.627
C -3.60 -4.78 -2.86  0.481
C 0.47 -0.77 -0.32  2.800
C -3.18 -2.94 3.81  -0.087
C 6.55 -0.18 1.84  -0.173
C 5.87 -0.71 3.09  -0.182
C 1.51 5.54 2.41  0.787
C -3.99 -4.24 3.79  -0.423
C 0.11 3.13 -0.43  -0.765
C -0.87 1.88 3.21  0.462
C -0.60 -1.53 0.49  -1.219
C -1.45 0.92 4.22  -0.886
C -2.77 0.43 -3.94  -0.550
C -3.07 -6.56 -0.23  -0.857
C -1.46 0.30 -3.18  -0.098
H -3.47 -1.14 4.52  0.495
H -1.94 -3.64 -2.07  0.224
H -1.59 -1.29 0.10  0.305
H 6.13 0.76 1.49  0.289
H 5.66 0.11 3.78  0.230
H 5.02 -1.85 -3.72  0.261
H 4.20 -2.32 -1.02  0.195
H -1.02 7.19 -1.92  0.358
H -2.28 -3.22 -3.68  0.458
H -3.30 1.08 3.66  0.295
H -3.57 -5.03 3.17  0.247
H -0.47 5.87 1.74  0.267
H 0.03 0.05 -0.90  -1.426
H -1.62 3.91 -4.44  0.276
H -3.35 1.23 -3.48  0.337
H 3.48 -3.88 -3.29  0.295
H 2.36 0.23 -0.24  0.643
H -5.58 -3.12 3.76  0.329
H -3.25 -2.58 -2.33  0.287
H 7.41 -1.32 4.10  0.342
H 1.02 3.55 0.02  0.255
H -0.86 1.20 -3.34  0.386
H 0.69 -2.61 -0.97  0.267
H -0.91 1.37 2.24  0.023
H -3.34 -0.50 -3.88  0.215
H 6.40 -0.87 1.00  0.123
H 1.26 4.48 2.30  -0.714
H -0.88 3.83 3.14  0.329
H 1.40 5.08 4.33  0.301
H 7.22 -3.04 -3.50  0.302
H -4.97 -3.75 -3.92  0.296
H 0.54 2.37 -1.10  0.322
H -1.87 0.36 -2.16  0.110
H -0.19 -1.14 -2.71  0.451
H -5.09 -5.86 -1.70  0.409
H 0.17 2.02 3.51  0.065
H 1.98 -1.78 -1.54  -0.227
H -2.54 7.04 -2.83  0.407
H -4.12 -4.64 4.80  0.275
H -0.65 -1.08 1.49  0.092
H 3.30 1.26 1.47  0.355
H 0.53 3.92 -2.78  0.396
H -2.34 -6.86 -1.01  0.315
H -1.54 1.38 5.21  0.455
H -0.48 2.71 0.38  0.205
H 2.25 -1.08 0.85  0.397
H -2.81 -5.53 -2.90  0.198
H -0.42 5.86 -3.91  0.441
H -0.72 0.14 4.43  0.351
H 2.67 0.88 3.02  0.267
H -1.78 0.54 -5.60  0.355
H 0.74 6.13 0.51  0.062
H 0.74 5.44 -1.87  0.405
H -5.00 -4.24 -1.28  0.308
H 4.82 -3.86 -1.56  0.354
H 2.54 5.77 2.13  0.406
H 6.19 -1.62 -2.34  0.331
H 2.09 2.40 2.12  -0.294
H -2.35 3.82 -3.11  0.227
H -0.45 -2.60 0.58  0.545
H -0.06 7.56 2.85  0.346
H -2.17 6.13 -1.37  0.225
H -2.54 -6.58 0.72  0.238
H 4.85 -0.99 2.80  0.181
H -3.83 -7.34 -0.23  0.372
H -2.21 -3.23 4.23  0.259
H -4.10 -4.71 -4.83  0.308
H -2.99 -2.64 2.78  0.156
H 8.29 -0.83 2.31  0.319

Calculated values
Electronic energy   -61183.0758 eV
Net charge   0
Relative energy (zero: lowest compared OMol25 entry of this formula, charge and spin)   2.3383 eV
SMILES   COC[C@H](C)N.COC[C@H](C)N.COC[C@H](C)N.OCCO.OCCO.OCCO.OCCO.OCCO.OCCO
Maximum force   0.0426 Eh/bohr
Frontier orbital gap   9.080 eV



C8H14NO2 | wB97M-V/def2-TZVPD

Each line ends with the natural charge from an NBO analysis.
Positions of all 25 atoms, in Å:
O 1.75 -0.29 1.83  -0.716
O -1.38 2.69 2.76  -0.366
N 0.57 0.27 -0.21  -0.396
C -0.96 2.38 0.45  -0.671
C 1.63 -0.34 -1.07  -0.414
C -1.25 -1.22 -0.08  -0.441
C -1.61 1.29 -0.40  -0.381
C 0.48 -0.24 1.19  0.265
C -0.74 0.01 -0.73  -0.061
C -0.19 -1.69 0.94  -0.431
C -1.30 2.61 1.66  0.756
H 1.62 0.17 -1.98  0.231
H -0.67 -0.15 -1.80  0.235
H -0.12 0.43 1.76  0.192
H -2.42 0.90 0.14  0.226
H -1.49 -1.98 -0.87  0.251
H 0.66 1.31 -0.01  0.477
H 2.57 -0.34 -0.57  0.257
H -0.56 -2.17 1.83  0.248
H -0.42 3.17 -0.18  0.297
H 1.63 -0.63 2.77  0.511
H -2.25 -1.03 0.51  0.234
H -1.81 1.67 -1.34  0.236
H 1.30 -1.32 -1.47  0.233
H 0.63 -2.33 0.49  0.229

Calculated values
Electronic energy   -14099.1929 eV
Net charge   +1
Relative energy (zero: lowest compared OMol25 entry of this formula, charge and spin)   2.0418 eV
SMILES   C[N@H+]1[C@H](CC=C=O)CC[C@H]1O
Maximum force   0.1192 Eh/bohr
Frontier orbital gap   10.381 eV



What is the formula in the second record?
C24H69N3O15



Which formula does entry 3 have?
C8H14NO2



The highest electronic energy belongs to which entry?
C2H8O4



What is the maximum force in the first record?
0.1091 Eh/bohr